No. 1
Molecular formula: CH3NO
Method: DFT, ωB97M-V/def2-TZVPD

As for the energy above the lowest of the compared OMol25 structures with the same formula, charge and spin: 3.9 kJ/mol. Its SMILES is NC=O. As for the frontier orbital gap: 11.2 eV.

Cartesian coordinates (Å):
O 0.58047 -0.14584 1.58747
N 0.09580 0.33771 -0.60538
C -0.01778 -0.38499 0.57880
H 0.72057 1.12692 -0.65522
H -0.59522 0.25957 -1.35087
H -0.78385 -1.19337 0.44520

=====

No. 2
Molecular formula: C13H19BrN4O2
Method: DFT, ωB97M-V/def2-TZVPD

As for the energy above the lowest of the compared OMol25 structures with the same formula, charge and spin: 0.0 kJ/mol. Its SMILES is CCCCCCn1c(Br)nc2c1c(=O)n(C)c(=O)n2C. As for the frontier orbital gap: 9.0 eV.

Cartesian coordinates (Å):
Br -2.01710 -0.95515 -1.93006
O -0.65991 1.80318 4.78104
O 2.41091 0.50729 1.67621
N -2.08532 0.11431 0.65856
N 0.84615 1.15452 3.20384
N -1.47911 1.00774 2.82893
N -0.00715 -0.20424 -0.11320
C 0.10184 0.32678 1.15327
C 2.84051 -2.04216 -3.64443
C 1.35190 0.68535 -1.94344
C -2.85417 1.17492 3.24789
C -1.19851 0.50605 1.60028
C 2.48810 0.39999 -2.92434
C 1.23877 0.64324 1.96561
C -0.44550 1.35179 3.67835
C 4.32796 -2.01825 -3.97725
C 2.15686 -0.70461 -3.93941
C 1.07638 -0.50001 -1.01583
C -1.33212 -0.29350 -0.33991
C 1.93816 1.50873 4.09798
H 4.47735 -1.80219 -5.03284
H 2.50808 0.61466 4.35090
H 1.07516 -0.85152 -3.97168
H 2.71252 -2.30496 -2.59290
H 2.70541 1.32909 -3.45335
H -3.36680 1.84884 2.56211
H 2.46292 -0.38511 -4.93720
H 0.80904 -1.38525 -1.59781
H 3.38083 0.13239 -2.35813
H 4.84662 -1.25850 -3.39775
H 0.44390 0.92947 -2.50092
H -3.36038 0.20996 3.23943
H 2.60064 2.21224 3.59476
H 1.95950 -0.70664 -0.40761
H 1.51586 1.95385 4.99440
H 4.78159 -2.98182 -3.75740
H 1.61644 1.54909 -1.32882
H -2.84766 1.59022 4.25323
H 2.35976 -2.82073 -4.24098

=====

No. 3
Molecular formula: C24H32CsN6O4S4
Method: DFT, ωB97M-V/def2-TZVPD

As for the energy above the lowest of the compared OMol25 structures with the same formula, charge and spin: 69.1 kJ/mol. As for the total charge: -1. As for the frontier orbital gap: 6.4 eV.

Cartesian coordinates (Å):
Cs -0.05323 -0.22590 0.72892
S -0.96213 -0.26151 3.75550
S 3.40910 -0.07635 -0.06093
S 0.20194 -2.87738 2.71924
S -1.95483 8.76537 -5.54659
O -3.00586 7.78215 -5.40514
O -1.12913 8.62127 -6.73380
O -2.33792 10.12167 -5.22421
O 0.50235 -2.65250 1.25243
N 1.87365 0.49758 -2.74668
N -0.76367 1.97342 2.30754
N -0.80739 7.09198 -3.75324
N 1.54250 -2.10056 -1.68606
N -0.18382 2.66864 -1.49510
N 0.17304 9.24288 -3.93721
C 4.11745 0.47924 -1.63696
C 0.94586 4.78238 -1.47960
C 2.67631 -3.51672 3.54575
C -1.70804 2.28472 4.48185
C -1.00919 4.50605 -2.80460
C 1.16831 -1.87287 -3.06777
C -1.44826 4.16702 3.03009
C -1.14765 1.44902 3.48937
C 0.13297 6.72532 -2.89018
C 0.03026 5.32296 -2.37511
C 1.09726 8.86214 -3.06855
C 1.85805 -4.76855 3.84735
C 2.91670 -2.49833 -1.45503
C 3.11831 1.20160 -2.55818
C 3.50042 -1.88759 -0.18406
C -0.92110 3.29192 2.10593
C -1.85364 3.63292 4.25298
C 1.87360 -0.63383 -3.64973
C 0.80137 3.46512 -1.07784
C -1.07476 3.20587 -2.33653
C 1.13430 7.59733 -2.50327
C 1.68726 -2.36253 3.62821
C -0.75455 8.32859 -4.24665
C 0.58313 -4.65397 3.00796
H 1.37818 -2.72812 -3.72877
H -0.60737 3.65964 1.13395
H 2.88374 2.17118 -2.11936
H 2.40425 -5.68361 3.61863
H -0.28889 -5.11590 3.47113
H 0.08859 -1.70689 -3.09507
H 2.91190 -0.89083 -3.87629
H -2.28232 4.27399 5.01527
H 0.70309 -5.04946 1.99812
H 1.90905 7.32748 -1.79963
H 0.89692 -2.69054 -1.18449
H 4.93994 1.15666 -1.40758
H -1.74084 4.90627 -3.49592
H 4.53358 -2.21347 -0.04985
H 3.09302 -3.57673 2.53751
H 1.09064 1.12056 -2.85862
H 2.02727 -1.42741 3.18671
H 2.91841 -2.23330 0.67421
H 1.41266 -0.39824 -4.61462
H 4.55627 -0.38931 -2.13057
H 1.50741 3.02698 -0.37593
H 3.51761 -2.18271 -2.30880
H -1.54853 5.21922 2.80112
H 1.84333 9.60480 -2.80002
H 1.76925 5.36620 -1.09125
H 3.64360 1.40720 -3.50289
H 1.35475 -2.15752 4.64840
H -1.87966 2.55318 -2.65882
H -2.01320 1.83323 5.41508
H 1.60639 -4.79487 4.90952
H 3.04285 -3.58831 -1.39553
H 3.50671 -3.38426 4.23925

=====

No. 4
Molecular formula: C39H33AsF4N13P2S4Tl
Method: DFT, ωB97M-V/def2-TZVPD

As for the energy above the lowest of the compared OMol25 structures with the same formula, charge and spin: 18.6 kJ/mol. As for the total charge: -2. As for the frontier orbital gap: 5.3 eV.

Cartesian coordinates (Å):
Tl -0.34987 0.30613 0.62703
As -1.23080 3.36781 1.01120
S -0.30060 5.04234 1.85437
S 0.15362 2.40773 -0.55311
S -3.14270 3.55210 0.16073
S -1.24990 1.67191 2.51666
P 3.71013 1.52487 -1.22924
P 2.25695 0.77715 2.14264
F -2.11800 -5.59914 -1.90079
F 1.20104 -2.30425 -2.53484
F 0.86045 -2.45242 -5.12886
F -2.48354 -5.75103 -4.46233
N -1.53912 2.80061 -4.21606
N 4.98083 0.83017 -3.63688
N -8.31409 -2.64206 -4.47114
N 0.65912 -1.71125 0.53131
N 4.32197 3.18279 -3.41443
N -1.13877 -5.38286 1.17998
N -3.25247 -3.79041 2.38717
N 6.25428 2.32634 -2.16676
N -0.67183 0.19765 -3.69880
N -2.72209 -5.73382 -7.56519
N -2.32222 -0.72736 -1.18530
N -0.10045 -2.45274 -8.07752
N -2.08974 -1.44086 1.50647
C 2.76245 2.51018 2.40594
C -1.35442 -4.80065 -2.67437
C -8.27806 -2.41691 -3.15981
C -4.69432 -1.48459 -2.49163
C 3.33587 2.97049 -2.34532
C 5.49807 2.00244 -0.95282
C -1.11220 -4.10923 -6.39078
C 6.27814 1.18106 -3.07636
C -1.88593 -1.89132 2.73667
C -0.01334 1.00119 -4.53668
C -5.94772 -1.88002 -3.17637
C -0.45196 -3.91810 -2.08113
C -2.86625 -2.15091 0.70002
C -3.40747 -3.36042 1.14641
C -3.80080 -0.59455 -3.06299
C -0.78282 -4.67903 0.33582
C 3.85078 -0.13280 2.04556
C -3.17208 -1.59963 -0.64258
C -2.00323 -5.02083 -7.00260
C 0.25401 -3.14828 -2.99652
C 0.06697 -3.22509 -4.36071
C -1.74967 0.70521 -3.12490
C 0.23947 -2.64061 -0.05460
C 4.07267 0.31687 -2.60345
C -0.52967 -3.18867 -7.29292
C -0.31090 -3.74570 -0.62776
C -2.49431 -3.04959 3.18515
C -7.17191 -2.48876 -5.13794
C -0.87433 -4.07084 -4.96869
C 5.64426 3.45693 -2.86689
C -2.63968 -0.23750 -2.38556
C -4.36251 -1.98685 -1.24453
C 1.81522 0.30825 3.86705
C -0.46737 2.27726 -4.81625
C 4.42262 2.01173 -4.28527
C -1.55581 -4.87125 -4.03656
C -2.16866 2.02077 -3.35055
C -7.13572 -2.04261 -2.47213
C -5.97698 -2.11015 -4.54674
H -2.35782 -3.39531 4.20230
H 5.06909 2.27330 -5.12817
H -5.07837 -2.02844 -5.14404
H -3.01297 2.42972 -2.81021
H -7.18027 -1.85291 -1.40754
H -5.02137 -2.67968 -0.74262
H 5.57609 4.30342 -2.17964
H -9.21551 -2.53958 -2.62799
H -3.99602 -0.14420 -4.02740
H 3.09378 2.94981 1.46473
H 2.65304 0.46274 4.55258
H 3.12843 0.01707 -3.06489
H 4.33830 0.04538 1.08865
H 4.50647 -0.58966 -2.17267
H -3.96791 -4.00181 0.47855
H -1.24486 -1.29107 3.37352
H 0.86783 0.59105 -5.01514
H 1.52845 -0.74558 3.89334
H 3.43126 1.76520 -4.67019
H 0.96543 0.91054 4.18726
H 3.26801 3.87383 -1.73348
H 6.68077 0.31664 -2.54303
H 6.00976 1.18818 -0.43042
H 3.55510 2.58813 3.15494
H -7.20959 -2.68563 -6.20334
H 5.51675 2.86937 -0.28502
H 3.63543 -1.19983 2.12211
H 1.88571 3.07735 2.72855
H 0.03206 2.89853 -5.55195
H 4.52330 0.15932 2.85662
H 2.34725 2.82412 -2.78602
H 6.95089 1.42417 -3.90421
H 6.30343 3.73181 -3.69589

=====

No. 5
Molecular formula: C33H39F4N6O4PtS
Method: DFT, ωB97M-V/def2-TZVPD

As for the energy above the lowest of the compared OMol25 structures with the same formula, charge and spin: 60.2 kJ/mol. Its spin multiplicity is 5. As for the total charge: +1. As for the frontier orbital gap (spin up / spin down): 8.4 / 5.7 eV.

Cartesian coordinates (Å):
Pt -0.86580 -1.32220 -0.03449
S -1.11435 1.62816 -0.42624
F -5.54413 0.20152 4.68103
F -0.90249 -0.15609 5.21072
F -0.61396 -0.52906 2.61178
F -5.33365 -0.24401 2.09839
O 0.04273 -3.34649 -0.99315
O -0.69040 -3.35146 1.07108
O 1.87454 -7.30180 -2.99914
O 2.15354 -9.11110 -1.85831
N -2.75052 -0.64689 0.89132
N -2.38857 -1.76978 -1.68018
N 1.43927 2.18870 -0.83361
N -0.00730 3.91521 -1.23974
N 1.83643 -7.94410 -1.96744
N 6.46430 -1.29828 -1.07413
C 2.01232 -0.68990 0.67115
C -4.33711 0.00982 4.16898
C 3.38738 -0.80257 0.50708
C 3.56013 6.02757 -1.20179
C 0.48489 -5.95499 1.51125
C 4.09879 4.90649 -0.31463
C -1.28795 4.60373 -1.37027
C -2.96242 -3.10379 -1.47258
C -3.86205 -0.62659 -0.04254
C 0.19452 2.65109 -0.86926
C 0.98470 -7.24566 1.59981
C -1.76117 5.28575 1.07900
C 0.44221 -5.31214 0.27969
C -3.23284 0.02109 5.00558
C 0.90396 -5.96143 -0.85957
C 3.03003 3.87734 0.05477
C -0.54222 4.79341 1.86058
C -4.21997 -0.21345 2.81711
C -1.84100 -0.38571 3.09441
C -0.09691 -3.92700 0.11486
C -3.36569 -0.69424 -1.47896
C -1.46807 5.73345 -0.35694
C -2.95295 -0.42728 2.19434
C 1.69557 -1.07792 -1.68431
C 5.32881 -1.19439 -0.93142
C 2.63645 2.97102 -1.11529
C 3.06327 -1.19878 -1.85403
C 1.38147 -7.25249 -0.75368
C 1.16052 -0.84836 -0.41933
C -1.74787 -1.66803 -2.99287
C 3.91320 -1.06578 -0.75430
C 1.42856 -7.90708 0.46731
C -1.98179 -0.17547 4.44140
H 3.38579 3.24404 0.87014
H 2.14421 4.40604 0.42007
H 1.80615 -8.91810 0.51514
H 3.47664 -1.41132 -2.83094
H 2.74783 6.55755 -0.69868
H -0.94349 -2.39779 -3.05602
H 2.48037 3.54804 -2.03075
H -3.21633 -3.25996 -0.42527
H -4.54012 -1.45755 0.17467
H -1.34612 -0.66451 -3.12900
H 0.26493 5.52842 1.82333
H 4.34490 6.74982 -1.42294
H -4.22375 -0.82544 -2.14792
H -1.33868 5.01643 -2.38015
H -2.52175 4.49990 1.06436
H 1.05216 -1.18495 -2.54673
H 1.62203 -0.48704 1.66149
H -2.87134 0.24371 -1.72842
H -2.23595 -3.85782 -1.76217
H -4.44318 0.29130 0.06519
H 4.48140 5.34334 0.60901
H 0.13148 -5.44266 2.39649
H 4.93870 4.41003 -0.80758
H -2.29961 6.34640 -0.71039
H -3.34426 0.17146 6.07022
H 0.80675 4.47821 -1.43765
H 3.43780 2.26351 -1.32424
H -2.47220 -1.86809 -3.79015
H -2.07823 3.86684 -1.26273
H -3.86416 -3.23300 -2.08130
H -0.16988 3.84265 1.47856
H 0.89137 -5.45926 -1.81392
H 4.05026 -0.69356 1.35527
H -0.80588 4.64406 2.90837
H 3.19118 5.64991 -2.15827
H 1.02831 -7.74653 2.55705
H -2.18749 6.13721 1.61283
H -0.57731 6.37100 -0.36801
H 1.55103 1.23769 -0.52244

=====

No. 6
Molecular formula: C4H7NO
Method: DFT, ωB97M-V/def2-TZVPD

As for the energy above the lowest of the compared OMol25 structures with the same formula, charge and spin: 320.5 kJ/mol. As for the frontier orbital gap: 10.5 eV.

Cartesian coordinates (Å):
O -0.79016 0.67613 1.92588
N 0.24154 1.16832 -0.02638
C 1.06812 0.52748 -1.00761
C 1.26340 -0.07751 0.30676
C -1.47896 -0.59290 0.02204
C -0.64887 0.41352 0.74849
H -1.11199 -0.91335 -0.96150
H 0.66681 -0.08503 -1.81094
H 1.03995 -1.15972 0.44257
H 1.84957 1.21626 -1.27064
H -2.41091 -0.04120 -0.11285
H -1.62425 -1.43417 0.69112
H 1.93575 0.30217 1.05306

=====

What did the second record say?
Molecular formula: C13H19BrN4O2
Method: DFT, ωB97M-V/def2-TZVPD

As for the energy above the lowest of the compared OMol25 structures with the same formula, charge and spin: 0.0 kJ/mol. Its SMILES is CCCCCCn1c(Br)nc2c1c(=O)n(C)c(=O)n2C. As for the frontier orbital gap: 9.0 eV.

Cartesian coordinates (Å):
Br -2.01710 -0.95515 -1.93006
O -0.65991 1.80318 4.78104
O 2.41091 0.50729 1.67621
N -2.08532 0.11431 0.65856
N 0.84615 1.15452 3.20384
N -1.47911 1.00774 2.82893
N -0.00715 -0.20424 -0.11320
C 0.10184 0.32678 1.15327
C 2.84051 -2.04216 -3.64443
C 1.35190 0.68535 -1.94344
C -2.85417 1.17492 3.24789
C -1.19851 0.50605 1.60028
C 2.48810 0.39999 -2.92434
C 1.23877 0.64324 1.96561
C -0.44550 1.35179 3.67835
C 4.32796 -2.01825 -3.97725
C 2.15686 -0.70461 -3.93941
C 1.07638 -0.50001 -1.01583
C -1.33212 -0.29350 -0.33991
C 1.93816 1.50873 4.09798
H 4.47735 -1.80219 -5.03284
H 2.50808 0.61466 4.35090
H 1.07516 -0.85152 -3.97168
H 2.71252 -2.30496 -2.59290
H 2.70541 1.32909 -3.45335
H -3.36680 1.84884 2.56211
H 2.46292 -0.38511 -4.93720
H 0.80904 -1.38525 -1.59781
H 3.38083 0.13239 -2.35813
H 4.84662 -1.25850 -3.39775
H 0.44390 0.92947 -2.50092
H -3.36038 0.20996 3.23943
H 2.60064 2.21224 3.59476
H 1.95950 -0.70664 -0.40761
H 1.51586 1.95385 4.99440
H 4.78159 -2.98182 -3.75740
H 1.61644 1.54909 -1.32882
H -2.84766 1.59022 4.25323
H 2.35976 -2.82073 -4.24098

=====

Please write out number 1 again, unchanged.
Molecular formula: CH3NO
Method: DFT, ωB97M-V/def2-TZVPD

As for the energy above the lowest of the compared OMol25 structures with the same formula, charge and spin: 3.9 kJ/mol. Its SMILES is NC=O. As for the frontier orbital gap: 11.2 eV.

Cartesian coordinates (Å):
O 0.58047 -0.14584 1.58747
N 0.09580 0.33771 -0.60538
C -0.01778 -0.38499 0.57880
H 0.72057 1.12692 -0.65522
H -0.59522 0.25957 -1.35087
H -0.78385 -1.19337 0.44520

=====

Repeat the third record exactly.
Molecular formula: C24H32CsN6O4S4
Method: DFT, ωB97M-V/def2-TZVPD

As for the energy above the lowest of the compared OMol25 structures with the same formula, charge and spin: 69.1 kJ/mol. As for the total charge: -1. As for the frontier orbital gap: 6.4 eV.

Cartesian coordinates (Å):
Cs -0.05323 -0.22590 0.72892
S -0.96213 -0.26151 3.75550
S 3.40910 -0.07635 -0.06093
S 0.20194 -2.87738 2.71924
S -1.95483 8.76537 -5.54659
O -3.00586 7.78215 -5.40514
O -1.12913 8.62127 -6.73380
O -2.33792 10.12167 -5.22421
O 0.50235 -2.65250 1.25243
N 1.87365 0.49758 -2.74668
N -0.76367 1.97342 2.30754
N -0.80739 7.09198 -3.75324
N 1.54250 -2.10056 -1.68606
N -0.18382 2.66864 -1.49510
N 0.17304 9.24288 -3.93721
C 4.11745 0.47924 -1.63696
C 0.94586 4.78238 -1.47960
C 2.67631 -3.51672 3.54575
C -1.70804 2.28472 4.48185
C -1.00919 4.50605 -2.80460
C 1.16831 -1.87287 -3.06777
C -1.44826 4.16702 3.03009
C -1.14765 1.44902 3.48937
C 0.13297 6.72532 -2.89018
C 0.03026 5.32296 -2.37511
C 1.09726 8.86214 -3.06855
C 1.85805 -4.76855 3.84735
C 2.91670 -2.49833 -1.45503
C 3.11831 1.20160 -2.55818
C 3.50042 -1.88759 -0.18406
C -0.92110 3.29192 2.10593
C -1.85364 3.63292 4.25298
C 1.87360 -0.63383 -3.64973
C 0.80137 3.46512 -1.07784
C -1.07476 3.20587 -2.33653
C 1.13430 7.59733 -2.50327
C 1.68726 -2.36253 3.62821
C -0.75455 8.32859 -4.24665
C 0.58313 -4.65397 3.00796
H 1.37818 -2.72812 -3.72877
H -0.60737 3.65964 1.13395
H 2.88374 2.17118 -2.11936
H 2.40425 -5.68361 3.61863
H -0.28889 -5.11590 3.47113
H 0.08859 -1.70689 -3.09507
H 2.91190 -0.89083 -3.87629
H -2.28232 4.27399 5.01527
H 0.70309 -5.04946 1.99812
H 1.90905 7.32748 -1.79963
H 0.89692 -2.69054 -1.18449
H 4.93994 1.15666 -1.40758
H -1.74084 4.90627 -3.49592
H 4.53358 -2.21347 -0.04985
H 3.09302 -3.57673 2.53751
H 1.09064 1.12056 -2.85862
H 2.02727 -1.42741 3.18671
H 2.91841 -2.23330 0.67421
H 1.41266 -0.39824 -4.61462
H 4.55627 -0.38931 -2.13057
H 1.50741 3.02698 -0.37593
H 3.51761 -2.18271 -2.30880
H -1.54853 5.21922 2.80112
H 1.84333 9.60480 -2.80002
H 1.76925 5.36620 -1.09125
H 3.64360 1.40720 -3.50289
H 1.35475 -2.15752 4.64840
H -1.87966 2.55318 -2.65882
H -2.01320 1.83323 5.41508
H 1.60639 -4.79487 4.90952
H 3.04285 -3.58831 -1.39553
H 3.50671 -3.38426 4.23925